# 1
# C6H12N5O3

A gas-phase ion, C6H12N5O3 (charge +1) at a distorted geometry (ωB97M-V/def2-TZVPD, the OMol25 dataset).

Last column: natural (NBO) charge in e.
Atoms and positions in Å:
C -0.361477 1.931299 -0.001920  -0.212
C 0.576803 1.472497 -0.867249  0.188
C -1.059326 -1.634556 -0.304348  0.696
C -1.196887 0.752114 0.391019  -0.091
C 1.744112 2.058805 -1.546064  -0.668
C -1.133470 0.657358 1.933147  -0.639
N 0.440735 -0.008017 -1.060554  0.027
N -0.545047 -0.427243 -0.231483  -0.250
N -2.179213 -1.929860 0.356727  -0.753
N -0.405188 -2.567732 -1.054482  -0.774
N 2.456243 -0.484078 0.537626  0.731
O 2.291682 0.545433 1.065033  -0.327
O 3.013741 -1.477862 0.787638  -0.286
O 1.811280 -0.691537 -0.711278  -0.335
H -0.721485 2.835902 0.435817  0.262
H -2.163690 0.862260 -0.002553  0.226
H 2.606404 1.374307 -1.615547  0.253
H 2.052713 3.019449 -1.231405  0.258
H 1.365503 2.056524 -2.634774  0.250
H -1.965013 1.121308 2.517082  0.248
H -0.247873 1.144078 2.339276  0.252
H -1.096337 -0.462971 2.135674  0.203
H -2.560029 -1.283552 1.040606  0.437
H -2.572094 -2.841095 0.277053  0.433
H 0.567145 -2.557725 -1.192538  0.441
H -0.719225 -3.465111 -1.362511  0.429

Atomic forces in eV per Å
0.571 -2.676 -2.121
-0.471 -0.021 2.017
0.511 -2.239 -1.154
1.141 0.443 2.386
-0.788 -1.592 -3.021
-0.905 -1.479 0.671
2.814 0.980 -0.711
-0.261 1.938 0.966
0.213 0.757 -0.061
-1.103 0.495 0.515
-1.442 -0.770 -1.263
0.152 1.541 1.222
1.691 -1.101 1.385
-2.194 0.393 -1.574
0.616 0.843 -0.333
-1.582 -0.193 -0.446
-0.422 0.300 0.445
-0.019 0.934 0.368
0.872 0.603 1.219
0.258 -0.497 -0.845
0.274 -0.353 -0.264
0.061 1.535 0.556
-0.066 -0.253 -0.451
-0.152 -0.487 0.139
1.425 1.114 -0.105
-1.195 -0.214 0.462

Summary:
DFT total energy = -734.85224 Ha
Kohn-Sham gap = 9.44 eV
strongest force on any atom = 0.06815 Eh/bohr
structure (SMILES) = CC1=C[C@H](C)N(C(N)=[NH2+])N1O[N+](=O)[O-]
charge = +1
relative energy (zero: lowest compared OMol25 entry of this formula, charge and spin) = 0.0 kJ/mol


# 2
# C6H12NO

2 unconnected molecules or ions with the total composition C6H12NO at a distorted geometry (ωB97M-V/def2-TZVPD, the OMol25 dataset).

Last column: natural (NBO) charge in e.
Atoms and positions in Å:
C 1.078423 2.478936 -1.027377  0.210
O 1.655204 2.301057 -2.083804  -0.677
C 0.853433 0.491066 -0.222025  -0.202
C -0.399699 0.096837 -0.966878  -0.469
C -0.244203 -0.552902 0.425004  -0.138
C -1.380752 -0.675349 1.303999  -0.651
C -1.896291 -2.055904 1.503409  -0.602
N 1.990970 -0.205414 -0.819257  -0.866
H 0.023254 2.775546 -0.943190  0.101
H 1.601692 2.976267 -0.184667  0.071
H 1.172685 1.032969 0.654474  0.272
H -1.214792 0.806503 -0.914197  0.191
H -0.353175 -0.585303 -1.785213  0.224
H 0.285176 -1.482011 0.235750  0.190
H -1.987485 0.130932 1.693137  0.169
H -1.994893 -2.713082 0.614127  0.139
H -1.355930 -2.741266 2.206996  0.137
H -2.884777 -2.062721 1.984018  0.187
H 2.348297 0.429065 -1.529783  0.374
H 2.702863 -0.445227 -0.144523  0.341

Atomic forces in eV per Å
-0.110 2.008 0.926
0.462 -0.377 -1.107
1.395 -1.325 0.178
-0.574 1.008 2.395
-1.367 -1.385 -2.874
0.679 0.247 1.257
0.017 -1.087 1.087
-0.449 -0.041 0.129
-0.454 -0.697 -0.294
0.466 -0.390 0.227
-1.062 0.957 -0.141
-0.122 -0.045 -0.402
0.640 0.163 -0.595
-0.205 -0.399 0.396
0.054 0.272 -0.448
-0.062 0.377 -0.273
0.306 0.249 -0.107
-0.090 0.316 -0.265
0.335 -0.077 -0.130
0.141 0.228 0.042

Summary:
DFT total energy = -365.60259 Ha
Kohn-Sham gap = 4.56 eV
strongest force on any atom = 0.06750 Eh/bohr
charge = -1
relative energy (zero: lowest compared OMol25 entry of this formula, charge and spin) = 462.4 kJ/mol


# 3
# C6H12NO

2 unconnected molecules or ions with the total composition C6H12NO at a distorted geometry (ωB97M-V/def2-TZVPD, the OMol25 dataset).

Last column: natural (NBO) charge in e.
Atoms and positions in Å:
O -1.736821 -0.081983 1.446527  -0.319
C -1.495645 -0.283544 0.294485  0.272
C -0.115540 -0.635551 -0.128922  0.347
C 0.264618 -0.656232 -1.497701  -0.565
C 0.786058 0.770487 -1.973066  -0.357
C 3.234082 1.121530 -1.528949  -0.296
C 1.976397 1.122565 -1.145836  -0.233
N -3.151472 -0.931554 3.959743  -1.077
H -2.278631 -0.288104 -0.475350  0.171
H 0.542223 -1.037325 0.645915  0.248
H -0.542916 -1.122019 -2.080417  0.305
H 1.084424 -1.377247 -1.564771  0.277
H 0.993406 0.704943 -3.040209  0.265
H -0.022392 1.467244 -1.806042  0.235
H 4.074897 1.479302 -0.965029  0.234
H 3.493398 0.963347 -2.563840  0.207
H 1.751985 1.254478 -0.082524  0.196
H -2.234608 -0.885271 3.544952  0.350
H -3.171473 -1.577712 4.730367  0.371
H -3.451989 -0.007352 4.230668  0.369

Atomic forces in eV per Å
0.228 0.240 0.488
-0.589 -0.135 -0.216
-0.197 -0.718 -0.261
0.661 -1.868 0.554
0.244 0.226 -0.148
0.302 0.719 -1.130
-0.331 -0.441 0.940
-0.176 -0.071 -0.589
0.049 0.177 -0.190
0.029 0.518 0.097
-0.409 0.943 -0.235
0.332 0.403 -0.228
-0.020 -0.125 0.051
-0.214 0.282 -0.107
-0.020 -0.183 0.694
-0.090 -0.299 -0.318
0.034 0.300 -0.086
0.058 0.015 0.311
0.063 0.080 0.194
0.046 -0.063 0.181

Summary:
DFT total energy = -365.39117 Ha
Kohn-Sham gap = 3.89 eV
strongest force on any atom = 0.04001 Eh/bohr
charge = +1
relative energy (zero: lowest compared OMol25 entry of this formula, charge and spin) = 415.3 kJ/mol


Please write out number 1 again, unchanged.
# C6H12N5O3

A gas-phase ion, C6H12N5O3 (charge +1) at a distorted geometry (ωB97M-V/def2-TZVPD, the OMol25 dataset).

Last column: natural (NBO) charge in e.
Atoms and positions in Å:
C -0.361477 1.931299 -0.001920  -0.212
C 0.576803 1.472497 -0.867249  0.188
C -1.059326 -1.634556 -0.304348  0.696
C -1.196887 0.752114 0.391019  -0.091
C 1.744112 2.058805 -1.546064  -0.668
C -1.133470 0.657358 1.933147  -0.639
N 0.440735 -0.008017 -1.060554  0.027
N -0.545047 -0.427243 -0.231483  -0.250
N -2.179213 -1.929860 0.356727  -0.753
N -0.405188 -2.567732 -1.054482  -0.774
N 2.456243 -0.484078 0.537626  0.731
O 2.291682 0.545433 1.065033  -0.327
O 3.013741 -1.477862 0.787638  -0.286
O 1.811280 -0.691537 -0.711278  -0.335
H -0.721485 2.835902 0.435817  0.262
H -2.163690 0.862260 -0.002553  0.226
H 2.606404 1.374307 -1.615547  0.253
H 2.052713 3.019449 -1.231405  0.258
H 1.365503 2.056524 -2.634774  0.250
H -1.965013 1.121308 2.517082  0.248
H -0.247873 1.144078 2.339276  0.252
H -1.096337 -0.462971 2.135674  0.203
H -2.560029 -1.283552 1.040606  0.437
H -2.572094 -2.841095 0.277053  0.433
H 0.567145 -2.557725 -1.192538  0.441
H -0.719225 -3.465111 -1.362511  0.429

Atomic forces in eV per Å
0.571 -2.676 -2.121
-0.471 -0.021 2.017
0.511 -2.239 -1.154
1.141 0.443 2.386
-0.788 -1.592 -3.021
-0.905 -1.479 0.671
2.814 0.980 -0.711
-0.261 1.938 0.966
0.213 0.757 -0.061
-1.103 0.495 0.515
-1.442 -0.770 -1.263
0.152 1.541 1.222
1.691 -1.101 1.385
-2.194 0.393 -1.574
0.616 0.843 -0.333
-1.582 -0.193 -0.446
-0.422 0.300 0.445
-0.019 0.934 0.368
0.872 0.603 1.219
0.258 -0.497 -0.845
0.274 -0.353 -0.264
0.061 1.535 0.556
-0.066 -0.253 -0.451
-0.152 -0.487 0.139
1.425 1.114 -0.105
-1.195 -0.214 0.462

Summary:
DFT total energy = -734.85224 Ha
Kohn-Sham gap = 9.44 eV
strongest force on any atom = 0.06815 Eh/bohr
structure (SMILES) = CC1=C[C@H](C)N(C(N)=[NH2+])N1O[N+](=O)[O-]
charge = +1
relative energy (zero: lowest compared OMol25 entry of this formula, charge and spin) = 0.0 kJ/mol


> Among the records above, which one has the highest relative energy (zero: lowest compared OMol25 entry of this formula, charge and spin)?

number 2


> What is the formula in the first record?

C6H12N5O3